ORCA calculation (wB97M-V/def2-TZVPD) on a cluster of 9 separate species, C33H66IO34PS8 in total at a distorted geometry.

Atoms and positions in Å:
C (0.64, -2.43, 4.20)
C (-0.57, -2.55, 4.89)
C (-1.23, -1.26, 5.27)
O (-0.62, -0.38, 5.84)
O (-2.56, -1.10, 4.93)
C (-2.61, -0.40, 3.65)
C (-2.41, -1.36, 2.44)
C (-3.17, -2.70, 2.65)
C (-3.66, -3.36, 1.32)
C (-3.01, -4.74, 0.99)
C (-1.75, -4.53, 0.05)
P (-0.22, -4.82, 1.11)
I (1.76, -5.54, 2.62)
C (0.95, -4.03, -0.09)
C (0.64, -2.49, -0.34)
C (1.85, -1.55, -0.10)
C (1.99, -0.33, -1.07)
C (0.67, 0.22, -1.68)
C (-0.42, 0.62, -0.66)
C (-1.85, 0.72, -1.27)
C (-2.31, -0.53, -2.09)
H (1.59, -2.18, 4.69)
H (0.61, -2.66, 3.13)
H (-1.00, -3.54, 5.09)
H (-1.84, 0.39, 3.64)
H (-3.59, 0.11, 3.62)
H (-1.33, -1.56, 2.32)
H (-2.73, -0.82, 1.53)
H (-2.57, -3.40, 3.25)
H (-4.06, -2.44, 3.27)
H (-3.57, -2.63, 0.51)
H (-4.74, -3.54, 1.43)
H (-3.76, -5.29, 0.40)
H (-2.76, -5.30, 1.91)
H (-1.85, -3.50, -0.34)
H (-1.86, -5.25, -0.77)
H (-0.83, -4.20, 2.22)
H (-0.44, -6.22, 0.95)
H (1.95, -4.06, 0.35)
H (0.95, -4.52, -1.07)
H (0.22, -2.43, -1.34)
H (-0.14, -2.22, 0.40)
H (1.92, -1.20, 0.94)
H (2.75, -2.17, -0.25)
H (2.44, 0.51, -0.51)
H (2.69, -0.57, -1.88)
H (0.32, -0.51, -2.42)
H (0.94, 1.12, -2.26)
H (-0.36, -0.03, 0.23)
H (-0.17, 1.63, -0.31)
H (-2.56, 0.84, -0.44)
H (-1.98, 1.62, -1.91)
H (-3.24, -0.96, -1.68)
H (-1.57, -1.34, -2.12)
H (-2.57, -0.21, -3.11)
O (5.35, -6.29, 2.84)
S (5.13, -6.50, 4.22)
O (4.31, -7.55, 4.71)
O (4.64, -5.11, 4.88)
C (5.53, -4.72, 5.92)
C (6.87, -5.31, 5.53)
O (6.56, -6.58, 4.96)
H (5.17, -5.15, 6.86)
H (5.57, -3.64, 6.01)
H (7.54, -5.42, 6.38)
H (7.36, -4.70, 4.76)
O (1.36, -2.35, -3.45)
S (2.47, -3.23, -3.40)
O (2.77, -4.01, -2.26)
O (3.79, -2.41, -3.83)
C (4.40, -3.03, -4.96)
C (3.26, -3.69, -5.71)
O (2.40, -4.20, -4.68)
H (5.12, -3.76, -4.60)
H (4.91, -2.28, -5.57)
H (3.60, -4.49, -6.36)
H (2.69, -2.96, -6.29)
O (-7.42, -2.81, -1.62)
S (-6.57, -1.87, -1.00)
O (-5.23, -1.66, -1.40)
O (-6.59, -2.14, 0.58)
C (-7.02, -0.97, 1.28)
C (-7.94, -0.25, 0.31)
O (-7.32, -0.44, -0.97)
H (-6.14, -0.36, 1.51)
H (-7.53, -1.24, 2.20)
H (-8.05, 0.80, 0.54)
H (-8.93, -0.72, 0.28)
O (8.70, -3.60, 7.04)
S (8.51, -2.19, 7.11)
O (8.00, -1.55, 8.26)
O (7.64, -1.75, 5.83)
C (8.37, -0.78, 5.06)
C (9.83, -1.11, 5.31)
O (9.89, -1.48, 6.69)
H (8.12, 0.21, 5.44)
H (8.10, -0.85, 4.01)
H (10.49, -0.26, 5.11)
H (10.15, -1.96, 4.71)
O (-8.52, -3.03, 3.78)
S (-7.30, -3.74, 3.92)
O (-6.04, -3.10, 3.84)
O (-7.31, -4.97, 2.88)
C (-7.14, -6.21, 3.59)
C (-7.73, -5.95, 4.96)
O (-7.35, -4.60, 5.27)
H (-6.08, -6.42, 3.65)
H (-7.65, -7.02, 3.07)
H (-7.35, -6.63, 5.72)
H (-8.82, -6.00, 4.95)
O (-0.51, 3.81, -1.22)
S (-0.58, 4.12, -2.61)
O (0.17, 3.42, -3.59)
O (-0.29, 5.69, -2.78)
C (-1.42, 6.30, -3.43)
C (-2.61, 5.46, -3.04)
O (-2.12, 4.12, -3.05)
H (-1.25, 6.27, -4.50)
H (-1.52, 7.34, -3.11)
H (-3.44, 5.57, -3.73)
H (-2.95, 5.69, -2.03)
O (-0.21, 7.59, -6.18)
S (0.99, 7.40, -5.44)
O (1.05, 6.52, -4.32)
O (1.54, 8.84, -5.01)
C (2.88, 9.00, -5.52)
C (2.93, 8.15, -6.77)
O (2.16, 7.00, -6.46)
H (3.58, 8.64, -4.76)
H (3.09, 10.04, -5.73)
H (3.94, 7.88, -7.05)
H (2.45, 8.66, -7.61)
O (2.82, 12.40, -6.20)
S (1.46, 12.01, -6.16)
O (1.07, 10.70, -5.76)
O (0.79, 12.36, -7.58)
C (-0.33, 13.24, -7.39)
C (0.01, 14.03, -6.14)
O (0.64, 13.08, -5.27)
H (-1.22, 12.63, -7.25)
H (-0.46, 13.88, -8.26)
H (-0.87, 14.45, -5.66)
H (0.72, 14.82, -6.35)

Summary:
Gap between HOMO and LUMO ... 7.2 eV
DFT total energy ... -208963.5045 eV
SMILES ... C=CC(=O)OCCCCCC[PH2](I)CCCCCCCC.O=S1(=O)OCCO1.O=S1(=O)OCCO1.O=S1(=O)OCCO1.O=S1(=O)OCCO1.O=S1(=O)OCCO1.O=S1(=O)OCCO1.O=S1(=O)OCCO1.O=S1(=O)OCCO1